19
Properties=species:S:1:pos:R:3:forces:R:3:lowdin_charge:R:1 method="wB97M-V/def2-TZVPD" largest_force_ev_per_a=1.76 total_charge=0 de_lowest_ev=1.4739 e_lumo_ev=0.5
H -0.90669 -0.14436 -2.70488 0.833 0.131 -0.443 0.037
N -0.61904 0.60840 -2.09664 -1.244 -0.569 1.035 0.058
C 0.58860 0.89800 -1.87292 0.409 1.226 -0.760 -0.387
N 0.89345 1.76387 -0.86339 -0.410 -0.635 0.465 0.076
H 1.45059 0.69878 -2.51813 -0.073 -0.500 0.038 0.116
H 0.22055 1.83342 -0.11715 -0.111 0.436 -0.224 0.079
H 1.73126 2.29543 -0.80005 0.423 -0.066 -0.109 0.078
O 2.80606 -2.84092 3.63279 0.080 0.629 1.266 -0.080
H 2.35271 -2.85433 4.50031 -0.029 -0.338 -0.754 0.044
H 3.49398 -2.18783 3.84847 -0.060 -0.286 -0.544 0.037
O -2.18535 3.07087 -0.69377 0.815 -0.498 -0.628 -0.063
H -2.43856 2.33183 -1.26430 0.433 -0.009 -0.094 0.018
H -2.96017 3.23110 -0.18973 -1.133 0.407 0.807 0.009
O -3.71410 0.32814 0.99749 1.694 -0.125 -0.450 -0.084
H -2.83134 0.65374 0.68867 -1.101 0.130 0.256 0.033
H -3.48846 -0.61192 1.06092 -0.527 0.051 0.118 0.034
O 1.79964 -2.92904 -0.91067 -0.218 0.641 0.412 -0.070
H 2.15873 -3.75417 -0.58591 0.104 -0.223 0.130 0.025
H 1.64816 -2.39101 -0.11111 0.114 -0.398 -0.522 0.040

***

19
Properties=species:S:1:pos:R:3:forces:R:3:lowdin_charge:R:1 method="wB97M-V/def2-TZVPD" largest_force_ev_per_a=2.00 total_charge=0 de_lowest_ev=1.5814 e_lumo_ev=0.5
H 1.20584 -1.57197 2.61504 0.153 0.993 0.450 0.030
N 0.91775 -1.04740 1.79357 -0.681 -1.285 0.123 0.008
C -0.30853 -0.63208 1.77996 -0.300 1.645 -1.089 -0.392
N -0.99197 -0.71601 0.61392 0.953 -0.698 0.097 0.088
H -0.85411 0.05616 2.46015 0.306 -0.967 0.659 0.126
H -0.40548 -1.27388 -0.01846 -0.892 0.587 -0.298 0.106
H -1.77411 -0.13047 0.31830 0.589 -0.115 0.073 0.081
O 0.48600 2.42894 0.01408 0.804 -0.213 0.897 -0.053
H 0.80798 3.32758 0.10302 -0.123 0.374 -0.271 0.061
H 1.02576 1.98244 0.69945 -0.240 -0.180 -0.572 0.040
O -1.43526 -3.20497 -4.21045 -0.428 0.470 0.681 -0.063
H -1.17443 -4.10387 -4.02492 0.212 -0.470 -0.093 0.023
H -1.86737 -2.93809 -3.37846 0.209 0.000 -0.581 0.040
O 3.14916 1.28713 1.59327 -1.005 -0.828 1.272 -0.086
H 2.64820 0.85552 2.33528 0.498 0.892 -0.668 0.042
H 3.28102 0.48353 1.08559 0.233 -0.066 -0.662 0.026
O -1.91471 1.76476 -1.03487 0.476 -0.397 -0.836 -0.101
H -0.98866 1.97819 -0.79071 -0.420 0.050 0.276 -0.019
H -1.80709 1.45447 -1.95379 -0.344 0.209 0.542 0.047

***

17
Properties=species:S:1:pos:R:3:forces:R:3:lowdin_charge:R:1 method="wB97M-V/def2-TZVPD" largest_force_ev_per_a=0.99 total_charge=+1 de_lowest_ev=0.3694 e_lumo_ev=-2.9
C 1.21882 0.65958 -1.45889 -0.814 0.569 -0.046 -0.004
N 0.07081 0.38703 -0.53261 -0.435 -0.388 0.123 0.117
H 1.91822 1.33063 -0.97399 0.196 -0.193 -0.038 0.099
H 1.63032 -0.28967 -1.77172 0.361 -0.044 0.232 0.096
H 0.80119 1.14676 -2.33669 0.114 0.057 -0.029 0.099
H -0.70162 1.09071 -0.50972 0.458 -0.229 -0.208 0.112
H 0.35671 0.22440 0.44758 0.301 -0.114 -0.178 0.098
H -0.31038 -0.52517 -0.80497 -0.207 0.089 0.244 0.113
H -0.86044 -2.91448 -1.05080 -0.049 -0.244 0.000 0.057
H 0.15552 -3.37719 0.00412 -0.139 0.240 -0.152 0.065
O -0.23320 -2.58752 -0.39942 0.096 0.075 -0.028 -0.048
H 1.47796 -1.46953 2.15287 -0.017 -0.131 -0.307 0.068
H 1.06386 -0.17753 2.78588 -0.099 0.168 -0.072 0.070
O 1.04628 -0.63596 1.93675 0.117 0.122 0.457 -0.039
H -2.85950 2.58623 0.18442 -0.035 0.026 -0.008 0.070
H -1.45327 2.89870 0.75715 -0.373 -0.003 -0.139 0.070
O -1.93700 2.31643 0.15334 0.525 -0.001 0.149 -0.042